{
  "formula": "C43H33N7NiO2PS",
  "method": "ωB97M-V/def2-TZVPD",
  "total_charge": 1,
  "max_force_ev_per_a": 2.5,
  "total_energy_ha": -4439.92180,
  "s2": 2.011,
  "spin_multiplicity": 3,
  "homo_energy_ev": [-9.628, -10.424],
  "species": ["Ni", "N", "C", "N", "C", "N", "N", "C", "C", "C", "C", "C", "C", "N", "C", "C", "C", "C", "C", "C", "H", "H", "H", "H", "H", "H", "H", "H", "H", "H", "H", "O", "C", "O", "C", "C", "C", "C", "C", "C", "P", "C", "C", "C", "C", "C", "C", "C", "C", "C", "C", "C", "C", "H", "H", "H", "H", "H", "H", "H", "H", "H", "H", "H", "H", "H", "H", "S", "C", "C", "C", "N", "C", "C", "C", "C", "C", "N", "C", "C", "H", "H", "H", "H", "H", "H", "H", "H"],
  "positions_angstrom": [[0.098, -0.173, 0.034], [-2.229, -3.404, -2.052], [-1.872, -2.184, -1.611], [-0.822, -1.954, -0.893], [0.009, -3.019, -0.559], [1.095, -2.810, 0.117], [1.371, -1.565, 0.445], [2.183, -1.335, 1.435], [2.412, 0.030, 1.785], [3.408, 0.441, 2.679], [3.506, 1.782, 2.986], [2.622, 2.680, 2.396], [1.660, 2.193, 1.520], [1.553, 0.911, 1.220], [-0.368, -4.365, -0.907], [0.344, -5.478, -0.456], [-0.107, -6.744, -0.763], [-1.231, -6.918, -1.567], [-1.926, -5.822, -2.049], [-1.522, -4.542, -1.686], [-3.071, -3.519, -2.601], [-2.522, -1.359, -1.878], [2.625, -2.147, 2.002], [4.074, -0.290, 3.112], [4.253, 2.131, 3.681], [2.662, 3.734, 2.627], [0.956, 2.861, 1.043], [1.231, -5.316, 0.134], [0.415, -7.609, -0.383], [-1.563, -7.914, -1.820], [-2.780, -5.954, -2.696], [-3.284, 0.933, -0.893], [-2.186, 1.211, -1.343], [-1.092, 1.308, -0.657], [-1.950, 1.494, -2.799], [-2.936, 1.930, -3.674], [-2.596, 2.220, -4.984], [-1.287, 2.066, -5.418], [-0.307, 1.619, -4.552], [-0.640, 1.317, -3.236], [0.638, 0.777, -2.052], [1.565, -0.444, -3.062], [0.850, -1.110, -4.059], [1.437, -2.117, -4.797], [2.729, -2.525, -4.510], [3.414, -1.933, -3.459], [2.836, -0.907, -2.732], [1.535, 2.350, -1.885], [0.789, 3.479, -1.543], [1.394, 4.715, -1.432], [2.753, 4.846, -1.663], [3.497, 3.733, -2.009], [2.897, 2.490, -2.124], [-3.946, 2.052, -3.314], [-3.346, 2.580, -5.671], [-1.029, 2.300, -6.440], [0.710, 1.495, -4.898], [-0.172, -0.829, -4.266], [0.882, -2.583, -5.597], [3.188, -3.313, -5.087], [4.402, -2.284, -3.204], [3.374, -0.472, -1.902], [-0.272, 3.388, -1.369], [0.794, 5.580, -1.188], [3.227, 5.811, -1.588], [4.552, 3.832, -2.218], [3.494, 1.648, -2.434], [-3.745, 0.129, 5.540], [-2.741, -0.007, 4.079], [-2.127, -1.213, 3.764], [-1.315, -1.273, 2.647], [-1.102, -0.231, 1.847], [-1.720, 0.915, 2.136], [-2.542, 1.075, 3.234], [-2.728, 1.330, 6.427], [-2.849, 2.697, 6.248], [-2.038, 3.518, 7.024], [-1.178, 3.063, 7.913], [-1.075, 1.758, 8.080], [-1.825, 0.840, 7.356], [-2.276, -2.084, 4.379], [-0.798, -2.193, 2.404], [-1.561, 1.739, 1.451], [-3.030, 2.019, 3.410], [-3.556, 3.117, 5.550], [-2.088, 4.595, 6.932], [-0.365, 1.429, 8.826], [-1.720, -0.221, 7.516]],
  "forces_ev_per_angstrom": [[-0.867, 0.863, -0.374], [-0.162, 0.176, -0.093], [-0.267, -0.261, -0.246], [0.185, 0.028, 0.272], [0.270, 1.052, 0.206], [0.267, -2.448, 0.028], [0.775, 1.164, 1.696], [-0.641, -1.375, -1.266], [0.076, 1.534, 0.484], [-0.501, -0.432, -0.456], [-0.223, 0.444, -0.146], [0.156, -0.249, 0.181], [0.124, 0.285, 0.032], [0.125, -0.328, 0.070], [-0.395, -0.300, -0.283], [-0.166, -0.103, -0.121], [0.147, 0.021, 0.068], [-0.106, 0.306, -0.142], [-0.047, -0.116, 0.014], [0.638, -0.129, 0.353], [0.109, 0.188, 0.104], [-0.074, 0.040, 0.001], [0.187, -0.111, -0.184], [0.054, -0.064, 0.048], [0.091, 0.028, 0.052], [-0.002, 0.028, -0.039], [-0.043, -0.001, -0.021], [0.020, -0.012, 0.068], [0.081, -0.069, -0.006], [-0.027, -0.029, -0.033], [-0.159, -0.034, -0.013], [-0.170, -0.251, -0.083], [-0.349, 0.282, 0.046], [-0.538, 0.676, 0.687], [0.327, -0.161, 0.058], [0.000, -0.046, 0.011], [-0.075, -0.024, 0.089], [0.060, 0.048, -0.077], [-0.043, 0.037, 0.019], [-0.192, -0.003, 0.049], [0.853, -0.684, -0.380], [-0.171, 0.401, -0.162], [0.064, 0.039, 0.044], [0.001, -0.237, -0.038], [0.063, -0.021, 0.052], [0.059, -0.161, -0.075], [-0.093, 0.132, -0.020], [0.161, -0.037, -0.212], [-0.053, -0.096, 0.004], [0.003, 0.061, -0.005], [0.073, -0.021, 0.019], [0.145, 0.082, -0.008], [-0.129, -0.038, 0.032], [-0.076, 0.003, 0.057], [-0.106, 0.031, -0.064], [0.028, 0.045, -0.094], [0.040, 0.023, -0.037], [0.041, -0.007, -0.119], [-0.040, -0.092, -0.063], [0.072, -0.054, -0.035], [0.146, -0.005, 0.041], [0.096, 0.052, 0.083], [-0.081, -0.007, -0.017], [-0.040, 0.098, 0.049], [0.074, 0.151, 0.006], [0.105, 0.013, 0.004], [0.058, -0.136, -0.034], [0.115, 0.313, 0.083], [0.028, -0.009, 0.037], [-0.076, 0.135, -0.049], [0.030, -0.120, 0.050], [0.123, -0.093, -0.285], [-0.072, 0.370, 0.061], [0.052, -0.222, -0.017], [-0.273, -0.460, -0.164], [0.098, 0.029, 0.169], [-0.335, 0.088, -0.387], [0.383, 0.353, 0.356], [-0.031, -0.420, -0.060], [0.074, 0.201, 0.105], [0.035, -0.121, 0.123], [0.023, -0.064, -0.099], [0.001, -0.149, 0.004], [0.003, 0.081, 0.017], [-0.094, 0.027, -0.043], [-0.090, 0.071, -0.086], [0.058, -0.107, 0.060], [0.013, -0.098, 0.041]]
}